# 1
DFT (the ωB97M-V functional and the def2-TZVPD basis) results for a structure of composition C44H23N11O4Ti.

As for the spin multiplicity: 3. The LUMO energy (spin up / spin down) is 3.550 / 3.548 eV. Its HOMO-LUMO gap (spin up / spin down) is 3.707 / 4.645 eV. As for the total charge: -2.

Last column: Löwdin charge in e.
Positions of all 83 atoms, in Å:
H  4.91988  2.13778  2.48640  0.100
C  -3.99096  -5.87710  1.57365  -0.001
C  4.08094  -0.96811  1.34963  -0.112
N  0.68520  -1.94399  -1.07574  0.030
H  5.24140  -2.76369  1.57238  0.102
C  1.29723  -6.51238  -1.28920  -0.125
H  7.06439  -1.58182  2.78821  0.080
O  -1.86002  0.25572  0.28102  -0.135
C  -1.41462  1.27474  -2.38582  -0.282
H  -2.57202  -1.81465  -5.32183  0.100
C  2.73552  0.83628  1.05798  -0.281
C  -2.04873  -0.25941  -3.93241  -0.115
C  -0.58428  2.62522  -0.73016  -0.296
H  -4.19724  2.09660  -6.08031  0.082
C  -4.05800  -6.64781  -1.10140  -0.011
O  0.00635  -0.05713  1.88069  -0.143
H  1.68581  4.67139  2.48030  0.106
N  -6.40491  -9.24171  -0.88200  0.131
O  -3.25595  1.15413  1.78790  0.089
H  -3.05336  2.99724  -4.07118  0.101
C  -1.06656  0.36871  2.49092  -0.526
N  -0.95190  -2.15298  -2.89021  0.160
C  3.98560  0.40628  1.59981  -0.120
C  1.76764  -5.41886  -0.60997  -0.038
C  0.84528  4.77143  1.80736  -0.021
C  5.18713  -1.70128  1.77186  -0.038
H  2.53665  -5.51182  0.14633  0.100
C  -1.20474  -0.87108  -2.92720  -0.306
C  0.53385  3.75071  0.91884  -0.102
H  -0.94782  -5.03164  -3.41219  0.101
H  -0.02782  -7.25817  -2.83961  0.080
C  -2.68512  -0.77079  -5.06025  -0.040
C  -3.58445  1.44666  -5.46593  -0.122
C  6.09641  0.34739  2.70294  -0.123
C  -1.70052  -4.03248  2.23980  -0.038
N  2.09623  -0.22291  0.45497  0.054
N  -1.15585  -2.33475  0.89644  0.068
H  1.69292  -7.49665  -1.06637  0.078
N  2.25523  2.07692  1.24834  0.189
H  -0.28317  -2.45377  2.84048  0.118
H  -3.97561  -5.54939  2.60342  0.112
C  -3.19310  -5.23008  0.62954  -0.164
C  -4.81343  -6.91491  1.18260  -0.032
H  -4.07944  -6.95867  -2.13616  0.121
H  -2.56239  -5.14887  -1.42152  0.101
C  -2.95487  1.95745  -4.35254  -0.034
N  -1.38666  2.44267  -1.72749  0.191
C  -3.22303  -5.62074  -0.70912  0.026
H  -2.36832  -2.93895  -0.73165  0.141
C  -1.05549  5.99867  0.93407  -0.106
C  2.86953  -1.34494  0.65116  -0.305
C  -4.85158  -7.30018  -0.15773  -0.244
C  -2.20544  0.64277  1.47506  -0.522
C  1.15548  2.45329  0.67867  -0.293
C  -0.07805  -2.64707  -1.98867  -0.342
C  0.30641  -6.37536  -2.30541  -0.129
H  0.24190  6.70455  2.49790  0.086
H  -3.96024  -0.28054  -6.70587  0.080
C  0.22948  -4.02002  -1.90173  -0.149
C  -2.17693  1.08798  -3.57803  -0.119
N  -2.35023  -4.18237  1.02373  -0.006
C  0.03688  5.89537  1.80738  -0.107
Ti  0.01795  -0.22721  -0.07521  1.233
H  -5.43496  -7.42143  1.90826  0.115
C  -0.54497  3.85465  0.05208  -0.101
C  1.22672  -4.15351  -0.90865  -0.133
C  5.00419  1.07721  2.28758  -0.036
H  -1.67854  6.88433  0.96773  0.086
N  0.41672  1.76647  -0.28070  0.041
C  -1.35673  4.98085  0.04579  -0.019
N  -0.81142  0.08822  -2.02191  0.055
H  6.89772  0.84225  3.23975  0.082
C  -5.71321  -8.37880  -0.55997  -0.197
C  -1.98415  -3.11001  0.26020  -0.102
C  -3.45129  0.08774  -5.82291  -0.123
H  -1.78496  -4.76569  3.01998  0.109
C  1.51834  -2.85255  -0.44630  -0.311
H  -2.19988  5.04136  -0.62816  0.107
O  -1.18286  0.52161  3.68503  0.087
C  -0.95350  -2.90549  2.12972  -0.076
N  2.57749  -2.57984  0.34162  0.171
C  6.19165  -1.03706  2.44670  -0.123
C  -0.21433  -5.14918  -2.62214  -0.068


# 2
DFT (the ωB97M-V functional and the def2-TZVPD basis) results for a structure of composition C10H9Br2CrNO at a distorted geometry.

As for the spin multiplicity: 5. The LUMO energy (spin up / spin down) is -0.928 / -0.982 eV. Its HOMO-LUMO gap (spin up / spin down) is 6.218 / 7.091 eV.

Last column: Löwdin charge in e.
Positions of all 24 atoms, in Å:
N  0.12870  -0.60297  0.68350  -0.050
C  -5.27368  -0.47428  -0.19154  -0.049
Br  0.53392  2.11411  -3.61590  0.782
C  0.51179  -1.17028  1.85253  -0.081
H  -6.08088  -1.15993  0.07060  0.024
H  -5.25449  0.35045  0.52747  0.021
C  3.16458  1.14250  -0.46044  -0.593
C  2.36893  0.35284  0.42757  -0.181
H  -4.28782  -0.97931  -0.20173  -0.048
C  1.31510  1.45540  -2.02264  -0.600
H  -0.26611  -1.75152  2.34494  0.113
Cr  -1.63480  -0.80248  -0.16117  0.734
O  -0.78908  0.40470  -1.40082  -0.260
C  2.73775  -0.25328  1.65413  0.002
H  -1.72179  -2.26112  -0.84055  -0.130
H  3.25785  2.26523  -2.30828  0.100
C  2.63896  1.67045  -1.64873  -0.148
C  1.03218  0.15540  0.00046  -0.152
C  1.80859  -1.00634  2.35849  -0.034
H  2.05990  -1.48386  3.30044  0.111
Br  5.00268  1.50925  -0.01962  0.725
C  0.46882  0.69127  -1.18569  -0.402
H  3.75215  -0.10988  2.01622  0.092
H  -5.47323  -0.05635  -1.17925  0.024


# 3
DFT (the ωB97M-V functional and the def2-TZVPD basis) results for a structure of composition C41H47As2FN9O4Ru at a distorted geometry.

As for the spin multiplicity: 2. The LUMO energy (spin up / spin down) is -6.135 / -5.516 eV. Its HOMO-LUMO gap (spin up / spin down) is 5.173 / 5.792 eV. As for the total charge: +2.

Last column: Löwdin charge in e.
Positions of all 105 atoms, in Å:
C  1.05950  -2.82470  -0.52960  -0.360
C  -8.64860  2.39520  -0.84370  -0.129
C  -2.84370  -5.25920  2.63890  -0.029
H  -8.70580  6.10240  -1.37010  0.140
H  5.01440  -1.30860  -0.01280  0.036
C  -1.76390  4.60440  -0.15550  0.048
H  -4.36810  6.48190  0.32850  0.119
H  -1.06020  5.41470  -0.29060  0.157
C  -4.52970  1.56410  0.05770  0.092
H  -9.07660  4.20090  -2.56600  0.193
H  -10.55640  2.36790  -1.86990  0.146
H  -5.32580  -7.22980  1.45210  0.113
C  -6.33290  3.13270  -0.36170  -0.133
H  -5.70630  5.14760  -0.60860  0.105
H  -4.20640  0.54730  0.21480  0.127
C  4.76610  -0.46650  0.63650  -0.231
C  -3.17000  -3.25200  -1.04470  -0.015
N  -3.07700  4.92290  -0.16690  -0.032
N  0.84640  -1.76900  -1.02430  -0.047
H  -8.78420  1.73170  0.01940  0.141
F  -6.69430  0.75930  -0.18930  0.064
O  0.55450  1.96110  -0.49500  -0.194
As  0.67970  -0.05330  2.60340  1.153
O  -6.33080  -3.07360  3.37660  0.088
H  -3.37530  -3.84110  -1.92420  0.119
C  -1.96100  -7.36390  1.83970  -0.270
H  1.38240  -2.27570  3.65310  0.036
C  -3.43170  6.33370  -0.21330  -0.183
C  -3.90540  -3.44040  0.11070  0.026
O  -1.83640  1.16790  0.79450  -0.094
C  2.55270  3.66320  3.38550  -0.056
H  2.66550  -1.65360  2.59810  0.005
H  -7.52010  5.23760  0.49630  0.128
C  -2.60250  -1.69290  1.08920  -0.104
H  -4.25820  6.32340  -2.22690  0.072
C  1.92840  -1.37570  3.35780  -0.249
N  -1.89620  -1.53310  -0.01830  -0.020
C  -8.28170  4.55770  0.12250  -0.124
C  -2.17250  -2.28790  -1.07630  -0.142
H  4.12230  4.62710  2.29040  0.118
H  -2.36890  -1.01480  1.90610  0.096
H  5.48380  0.33860  0.46560  0.045
H  0.13190  -7.76260  1.80290  0.053
H  -6.11960  -5.36280  2.66570  0.164
N  1.26390  -5.40500  1.77840  0.149
C  1.30560  -4.70950  0.85880  -0.345
H  -1.58860  -2.10740  -1.96910  0.104
N  -4.32610  -2.68170  2.41180  0.129
H  -2.65550  6.88770  0.31640  0.131
H  0.20140  0.45610  5.07260  0.049
H  -0.87990  -9.14200  2.26400  0.090
As  2.93770  0.18690  0.20850  1.193
H  -4.33830  -1.81370  2.93370  0.154
C  3.29870  1.04590  -1.50620  -0.257
C  -5.85680  1.82300  -0.16690  -0.175
C  -3.58710  2.59110  0.08510  -0.043
C  2.79760  1.61270  1.53670  -0.438
O  0.98660  3.97910  0.31340  0.084
C  -1.78120  -6.11160  2.42500  -0.038
H  -10.62930  4.70680  -2.24770  0.196
H  -4.70170  -4.16590  0.13650  0.122
H  2.44040  -0.96410  4.23150  0.052
C  0.22050  3.09730  -0.02710  -0.606
C  -3.62730  -2.63610  1.22110  -0.224
H  4.35110  2.79700  0.66200  0.104
C  -5.37300  -3.52580  2.79460  -0.523
C  -4.32840  -6.91380  1.71480  -0.021
H  3.87970  1.95990  -1.36810  0.038
N  -5.26140  -4.85140  2.49170  0.137
H  2.44740  4.46330  4.10200  0.114
C  1.72760  2.55410  3.47280  -0.093
H  0.98020  2.49870  4.25690  0.094
C  -10.00830  3.01840  -1.18730  -0.082
C  -9.22650  5.31040  -0.82900  -0.073
C  -3.25770  -7.75250  1.49860  -0.032
C  -4.13310  -5.64680  2.27530  -0.267
H  -3.42200  -8.72660  1.06500  0.119
C  -4.01360  3.91630  -0.15250  -0.114
N  1.35900  -3.97400  -0.18610  0.137
C  3.62480  2.72270  1.46270  -0.095
C  -0.80690  -8.27350  1.60810  -0.049
H  2.34350  1.29240  -1.97190  0.016
N  -7.67800  3.45560  -0.60110  -0.095
N  -9.77170  4.33930  -1.82150  0.059
C  -1.28350  3.34850  0.03900  -0.019
H  -2.67560  -4.31080  3.12510  0.106
C  -3.52610  6.87170  -1.63830  -0.054
H  -10.62140  3.17090  -0.29760  0.143
H  3.84680  0.35520  -2.15300  0.041
H  -0.81140  -8.64580  0.58460  0.085
C  -2.18150  2.27050  0.33160  -0.292
H  -3.81080  7.92020  -1.60750  0.085
C  3.49710  3.75160  2.37840  -0.051
H  4.83170  -0.79190  1.67540  0.028
H  -8.28630  1.79450  -1.68150  0.140
H  -0.99470  -0.67610  4.41130  0.033
H  -0.78650  -5.81240  2.71820  0.070
Ru  0.11090  -0.10980  0.13220  1.015
H  -10.04850  5.75350  -0.26620  0.143
C  1.84650  1.51850  2.55290  -0.418
C  -5.37950  4.14780  -0.37660  0.062
C  -0.43090  0.23930  4.20580  -0.250
H  -8.83820  4.18150  0.99200  0.141
H  -1.13590  1.05850  4.04160  0.036
H  -2.56300  6.79650  -2.13750  0.084


# 4
DFT (the ωB97M-V functional and the def2-TZVPD basis) results for a structure of composition C29H65B2BeClF4N6O12P2Si at a distorted geometry.

The LUMO energy is -6.967 eV. Its HOMO-LUMO gap is 1.404 eV.

Last column: Löwdin charge in e.
Positions of all 123 atoms, in Å:
H  0.27262  -5.85064  3.61467  0.081
C  -4.06889  6.14560  -0.63708  -0.127
O  3.54122  -5.94282  -2.15398  0.175
H  -0.79385  3.57939  2.06044  0.093
H  -6.98867  -7.45989  0.92225  0.122
H  7.48644  0.27396  -0.35097  0.084
H  -5.00731  8.00229  4.15922  0.067
H  5.67096  3.67501  -1.51613  0.077
C  5.00200  1.36181  -1.07965  -0.322
H  0.82536  -1.50208  -3.12244  0.093
H  5.40484  4.09818  0.21534  0.074
C  4.29950  0.13410  -0.38062  -0.239
O  -1.83114  -7.71713  0.64388  -0.265
H  -2.62616  8.18252  4.07988  0.069
C  -0.75395  -5.98711  3.96096  -0.111
H  3.96178  -6.43404  0.23020  0.094
H  4.89807  -1.15218  -5.61047  0.063
H  7.99621  1.81525  -1.11014  0.080
F  7.69044  -1.02055  -3.61799  0.060
F  9.12340  -1.41838  -5.39400  0.072
C  -1.60003  5.85751  3.77173  -0.118
H  4.20028  2.14417  -1.19836  0.096
H  4.50803  -2.44750  -3.81050  0.096
Cl  1.45042  1.69520  -0.42230  0.394
O  -0.47574  -5.86117  0.98916  -0.330
O  -7.16470  8.61474  3.11195  0.020
H  0.37134  -3.05268  1.06841  0.050
C  -7.77368  -4.32786  -0.41305  0.023
H  -1.97647  6.16654  4.74977  0.082
C  6.10006  3.57939  -0.48607  -0.068
N  1.21440  -2.59175  0.70434  0.170
H  -1.55292  -10.92706  2.40867  0.068
N  -1.70674  4.72333  0.53244  -0.286
H  -5.55853  5.37960  1.16239  0.094
H  -4.35199  4.91904  2.34485  0.072
C  -2.29425  8.02248  3.05323  -0.141
C  3.14940  -5.70580  0.15138  0.015
C  5.55984  1.04804  -2.51501  -0.044
H  1.92973  -1.87516  -5.38475  0.128
H  8.12767  1.67955  0.66045  0.079
C  1.15620  -0.43052  -3.01057  -0.212
C  2.27481  -0.11519  -4.09042  -0.220
H  -2.49778  -5.31937  1.08402  0.063
O  -4.22880  -4.27665  -0.54011  0.100
H  -1.31085  -10.17886  0.81623  0.086
H  -4.17770  5.12781  -1.02730  0.085
B  0.72701  -1.48769  -0.13008  -0.553
H  3.09453  0.44869  -3.58681  0.083
H  -5.36983  8.61190  5.73582  0.095
H  -0.98786  -1.74215  -1.00782  0.095
H  -0.51366  5.99345  3.76501  0.089
C  3.38889  -2.47347  -3.86306  -0.057
H  -1.82323  4.79496  3.71898  0.056
O  -0.41221  6.68165  1.12579  -0.269
C  -4.66713  5.73061  1.68806  -0.093
C  -6.85667  8.82118  4.27588  -0.690
F  7.08831  -0.38574  -5.77489  0.059
C  2.77634  -1.39706  -4.82550  -0.366
N  -2.26851  6.59840  2.71056  -0.338
H  7.13577  3.99716  -0.45456  0.079
H  6.57863  1.46670  -2.70461  0.087
H  3.79593  0.20353  -5.98017  0.078
H  1.65709  -3.33057  0.14057  0.044
C  -1.69222  -10.00731  1.82642  -0.168
H  -1.32656  -4.09326  1.61617  0.080
O  -9.11914  -6.08199  0.38642  0.110
C  -5.35121  -4.68884  -0.32925  -0.377
H  1.81988  0.60348  -4.82632  0.122
H  -1.67677  2.64931  0.84282  0.084
H  -0.73133  5.35139  -1.23615  0.078
H  5.61510  -0.03879  -2.74839  0.083
H  -2.75512  -9.77751  1.80569  0.111
H  -0.74734  -6.54926  4.89649  0.088
C  -1.68210  3.57899  1.41795  -0.114
H  5.13546  -0.54030  -0.03925  0.140
N  -3.63370  6.12662  0.75475  -0.305
H  -4.98171  6.57351  2.30843  0.066
H  -2.57823  3.52495  2.03627  0.069
Si  1.82095  -0.26856  -1.20591  0.378
H  4.89400  1.57198  -3.25235  0.080
H  -3.34261  6.66896  -1.26282  0.074
H  2.25757  -6.12747  0.62302  0.064
Be  0.55889  -9.97682  2.52180  0.634
C  -7.99850  -5.66766  0.17446  -0.388
H  -6.36012  -2.89647  -1.07764  0.122
H  3.56939  -1.37802  -6.88608  0.083
H  3.44243  -4.80183  0.69037  0.089
H  -1.49536  -4.47477  -0.10846  0.097
C  3.85334  -0.91321  -5.91156  -0.034
H  -8.65808  -3.74574  -0.63863  0.123
P  -0.80596  -7.37742  1.71681  0.674
O  3.48244  -0.65560  -1.26408  -0.219
H  -5.02000  6.67062  -0.75093  0.086
H  -1.19714  -5.00699  4.13949  0.092
O  1.93155  -4.54315  -1.49051  0.089
C  6.06660  2.03324  -0.10997  -0.369
C  -6.54353  -3.87312  -0.64794  0.023
C  7.49000  1.37756  -0.20717  -0.084
B  7.76825  -1.36123  -4.99452  -1.216
H  5.72313  1.89444  0.95297  0.126
O  -0.70680  -1.28765  -0.20019  0.036
H  0.31382  4.49344  -0.09240  0.069
H  -3.00158  8.55036  2.40503  0.082
C  -0.69804  4.53501  -0.51269  -0.149
H  0.28684  0.26968  -3.12736  0.088
P  -1.90690  6.35631  1.04643  0.759
H  -8.59299  9.71590  4.81489  0.105
O  -0.96591  -8.94730  2.48390  -0.465
F  7.15759  -2.62790  -5.19149  0.062
N  -7.69331  9.43268  5.15827  0.149
H  3.13835  -3.47606  -4.30097  0.088
H  2.93834  -2.47237  -2.83506  0.046
C  2.85081  -5.37049  -1.29090  -0.664
H  -0.88053  3.61230  -1.06724  0.069
C  -5.57517  -6.02846  0.25793  0.028
C  -6.80532  -6.48314  0.49280  0.024
H  -7.46043  9.61142  6.11643  0.093
H  -4.68933  -6.61100  0.48306  0.114
C  -1.51415  -4.89612  0.89655  -0.130
H  3.76484  0.42168  0.56642  0.103
H  -1.30836  8.48540  2.93003  0.082
N  -5.64770  8.45464  4.78572  0.155
O  -1.55460  -6.68071  3.00133  -0.281